Version A
Molecular formula: C3H6NO
Method: DFT, wB97M-V/def2-TZVPD

Properties
Frontier orbital gap (eV): 9.11
E_HOMO (eV): -14.38
Multiplicity: 1
M (g/mol): 72.09
Charge: +1
E_LUMO (eV): -5.274

Last columns: bonded neighbours and bond lengths (Å).
Atoms and positions in Å:
1 C -0.842 -0.833 1.297  O5 1.424, H6 1.107, H7 1.187
2 C -0.517 0.536 -0.460  C3 1.510, N4 1.412, H8 1.079
3 C 0.169 -0.783 -0.720  C2 1.510, N4 1.563, O5 1.311, H9 1.071
4 N 0.895 0.577 -0.459  C2 1.412, C3 1.563, H10 1.017, H11 1.067
5 O 0.072 -1.457 0.400  C1 1.424, C3 1.311
6 H -0.181 -0.402 2.072  C1 1.107
7 H -2.024 -0.933 1.313  C1 1.187
8 H -1.232 1.268 -0.803  C2 1.079
9 H 0.456 -1.323 -1.599  C3 1.071
10 H 1.422 0.847 -1.286  N4 1.017
11 H 1.546 0.573 0.386  N4 1.067


Version B
Molecular formula: C3H6NO
Method: DFT, wB97M-V/def2-TZVPD

Properties
Frontier orbital gap (eV): 9.89
E_HOMO (eV): -14.04
Multiplicity: 1
M (g/mol): 72.09
Charge: +1
E_LUMO (eV): -4.152

Last columns: bonded neighbours and bond lengths (Å).
Atoms and positions in Å:
1 C -0.001 -1.544 -0.479  C2 1.490, C3 1.792, H6 1.076, H7 1.079
2 C 0.334 -0.246 -1.128  C1 1.490, C3 1.477, O5 1.413, H8 1.071
3 C 0.302 0.031 0.322  C1 1.792, C2 1.477, N4 1.454, O5 1.401
4 N -0.357 1.143 0.986  C3 1.454, H9 1.032, H10 1.032, H11 1.039
5 O 1.476 0.197 -0.424  C2 1.413, C3 1.401
6 H -1.019 -1.890 -0.511  C1 1.076
7 H 0.782 -2.241 -0.224  C1 1.079
8 H -0.021 0.267 -2.000  C2 1.071
9 H -0.227 1.073 2.008  N4 1.032
10 H -1.369 1.190 0.784  N4 1.032
11 H 0.099 2.019 0.665  N4 1.039


Most stable pick: version B. Distance to second place: 33.4 kcal/mol.


Version A
Molecular formula: C5H9NS2
Method: DFT, wB97M-V/def2-TZVPD

Properties
Frontier orbital gap (eV): 9.00
E_HOMO (eV): -8.51
Multiplicity: 1
M (g/mol): 147.27
E_LUMO (eV): 0.488

Last columns: bonded neighbours and bond lengths (Å).
Atoms and positions in Å:
1 C -1.565 -2.259 0.472  H6 1.075, H7 1.128, H8 1.102, S16 1.811
2 C -0.538 0.144 -0.420  C4 1.338, N15 1.425, S16 1.769
3 C 1.793 -0.486 0.053  H10 1.102, N15 1.346, S17 1.633
4 C -0.640 1.421 -0.033  C2 1.338, C5 1.513, H11 1.108
5 C 0.475 2.443 -0.034  C4 1.513, H12 1.088, H13 1.081, H14 1.101
6 H -2.325 -3.006 0.327  C1 1.075
7 H -0.563 -2.717 0.234  C1 1.128
8 H -1.565 -1.943 1.528  C1 1.102
9 H 0.761 -1.031 -1.596  N15 1.021
10 H 1.616 0.068 0.990  C3 1.102
11 H -1.653 1.766 0.254  C4 1.108
12 H 0.759 2.699 0.985  C5 1.088
13 H 1.350 2.112 -0.576  C5 1.081
14 H 0.151 3.371 -0.530  C5 1.101
15 N 0.704 -0.478 -0.739  C2 1.425, C3 1.346, H9 1.021
16 S -1.967 -0.877 -0.626  C1 1.811, C2 1.769
17 S 3.206 -1.228 -0.290  C3 1.633


Version B
Molecular formula: C5H9NS2
Method: DFT, wB97M-V/def2-TZVPD

Properties
Frontier orbital gap (eV): 9.37
E_HOMO (eV): -8.58
Multiplicity: 1
M (g/mol): 147.27
E_LUMO (eV): 0.790

Last columns: bonded neighbours and bond lengths (Å).
Atoms and positions in Å:
1 C 0.091 0.493 -0.037  C2 1.515, C4 1.502, C5 1.585, N15 1.406
2 C 1.461 0.407 -0.677  C1 1.515, H8 1.141, H9 1.081, S16 1.818
3 C 0.297 -1.503 0.433  C4 1.556, C5 1.551, H10 1.089, S16 1.840
4 C 0.168 -0.209 1.288  C1 1.502, C3 1.556, H11 1.094, H12 1.102
5 C -0.599 -0.808 -0.625  C1 1.585, C3 1.551, H13 1.110, S17 1.821
6 H 0.118 2.510 -0.079  N15 0.998
7 H -1.353 1.921 0.302  N15 1.019
8 H 2.248 1.091 -0.213  C2 1.141
9 H 1.431 0.654 -1.729  C2 1.081
10 H 0.062 -2.489 0.831  C3 1.089
11 H 1.025 0.048 1.917  C4 1.094
12 H -0.736 -0.284 1.914  C4 1.102
13 H -0.338 -1.143 -1.650  C5 1.110
14 H -2.954 0.005 -0.773  S17 1.358
15 N -0.508 1.749 -0.241  C1 1.406, H6 0.998, H7 1.019
16 S 1.951 -1.312 -0.349  C2 1.818, C3 1.840
17 S -2.364 -1.129 -0.313  C5 1.821, H14 1.358


Most stable pick: version A. Distance to second place: 8.5 kcal/mol.


Version A
Molecular formula: C3H9N3
Method: DFT, wB97M-V/def2-TZVPD

Properties
Frontier orbital gap (spin up / spin down) (eV): 8.92 / 8.92
E_HOMO (spin up / spin down) (eV): -8.18 / -8.18
Multiplicity: 1
M (g/mol): 87.13
E_LUMO (spin up / spin down) (eV): 0.737 / 0.737

Last columns: bonded neighbours and bond lengths (Å).
Atoms and positions in Å:
1 C -1.438 0.082 -1.003  C3 1.574, H7 1.082, H8 1.102, H9 1.178
2 C 1.214 0.904 -0.081  N6 1.438, H10 1.139, H11 1.159, H12 1.133
3 C -1.043 0.451 0.475  C1 1.574, N6 1.401, H13 1.073, H14 1.133
4 N 1.591 -1.765 0.729  N5 1.176, H15 1.000
5 N 0.674 -1.377 1.355  N4 1.176
6 N 0.277 0.522 0.941  C2 1.438, C3 1.401
7 H -1.001 -0.842 -1.357  C1 1.082
8 H -2.481 -0.264 -0.920  C1 1.102
9 H -1.252 0.953 -1.775  C1 1.178
10 H 2.207 0.347 -0.052  C2 1.139
11 H 0.823 0.812 -1.168  C2 1.159
12 H 1.512 1.955 0.223  C2 1.133
13 H -1.568 1.368 0.668  C3 1.073
14 H -1.438 -0.462 1.016  C3 1.133
15 H 1.921 -2.684 0.948  N4 1.000


Version B
Molecular formula: C3H9N3
Method: DFT, wB97M-V/def2-TZVPD

Properties
Frontier orbital gap (eV): 8.99
E_HOMO (eV): -8.69
Multiplicity: 1
M (g/mol): 87.13
E_LUMO (eV): 0.304

Last columns: bonded neighbours and bond lengths (Å).
Atoms and positions in Å:
1 C 1.906 0.411 -0.884  C2 1.504, H6 1.093, H7 1.092, H8 1.092
2 C 0.943 -0.578 -0.286  C1 1.504, N3 1.267, H13 1.274
3 N 1.152 -1.804 -0.043  C2 1.267, H4 1.025
4 H 2.140 -2.061 -0.136  N3 1.025
5 H 0.108 0.065 1.034  no bonds
6 H 2.910 -0.011 -0.979  C1 1.093
7 H 1.956 1.304 -0.257  C1 1.092
8 H 1.561 0.736 -1.867  C1 1.092
9 N -1.681 0.124 -0.577  C10 1.260, H12 1.008
10 C -2.050 0.466 0.577  N9 1.260, N11 1.237
11 N -2.965 0.865 1.308  C10 1.237, H14 1.009
12 H -2.257 -0.460 -1.164  N9 1.008
13 H -0.280 -0.282 -0.487  C2 1.274
14 H -2.872 0.769 2.309  N11 1.009
15 H -0.571 0.454 1.453  no bonds


Most stable pick: version A. Distance to second place: 9.4 kcal/mol.


Version A
Molecular formula: C3H9N3
Method: DFT, wB97M-V/def2-TZVPD

Properties
Frontier orbital gap (eV): 10.10
E_HOMO (eV): -9.32
Multiplicity: 1
M (g/mol): 87.13
E_LUMO (eV): 0.775

Last columns: bonded neighbours and bond lengths (Å).
Atoms and positions in Å:
1 C 2.023 -0.791 -0.483  N3 1.499, H4 1.084, H5 1.094, H6 1.093
2 C 1.748 1.334 0.360  N3 1.264, H7 1.075, H8 1.115
3 N 1.643 0.110 0.653  C1 1.499, C2 1.264
4 H 3.089 -0.704 -0.655  C1 1.084
5 H 1.332 -0.565 -1.301  C1 1.094
6 H 1.821 -1.828 -0.207  C1 1.093
7 H 2.025 2.128 1.031  C2 1.075
8 H 1.768 1.594 -0.724  C2 1.115
9 N -2.345 0.764 0.671  C10 1.372, H12 1.001, H13 1.002
10 C -2.088 -0.493 0.184  N9 1.372, N11 1.273, H14 1.094
11 N -2.811 -1.202 -0.587  C10 1.273, H15 1.015
12 H -1.573 1.398 0.614  N9 1.001
13 H -3.253 1.157 0.832  N9 1.002
14 H -1.125 -0.906 0.497  C10 1.094
15 H -2.252 -1.996 -0.884  N11 1.015


Version B
Molecular formula: C3H9N3
Method: DFT, wB97M-V/def2-TZVPD

Properties
Frontier orbital gap (eV): 9.38
E_HOMO (eV): -8.46
Multiplicity: 1
M (g/mol): 87.13
E_LUMO (eV): 0.927

Last columns: bonded neighbours and bond lengths (Å).
Atoms and positions in Å:
1 C -1.469 2.296 0.388  C2 1.631, H7 1.042, H8 1.091, H9 1.114
2 C -0.959 0.900 -0.285  C1 1.631, N3 1.464, H10 1.067, H11 1.148
3 N 0.381 0.457 0.107  C2 1.464, C4 1.416, H12 1.054
4 C 0.762 -0.904 0.032  N3 1.416, N5 1.416, N6 1.325
5 N 0.023 -1.580 -0.969  C4 1.416, H13 1.042, H14 1.058
6 N 1.659 -1.366 0.889  C4 1.325, H15 1.072
7 H -1.908 2.171 1.325  C1 1.042
8 H -0.797 3.140 0.552  C1 1.091
9 H -2.218 2.714 -0.322  C1 1.114
10 H -1.020 1.100 -1.331  C2 1.067
11 H -1.672 0.047 0.000  C2 1.148
12 H 0.963 1.044 0.761  N3 1.054
13 H 0.293 -1.532 -1.974  N5 1.042
14 H -0.066 -2.627 -0.846  N5 1.058
15 H 1.979 -2.388 0.836  N6 1.072


Most stable pick: version B. Distance to second place: 25.0 kcal/mol.


Version A
Molecular formula: C2H5NO3S
Method: DFT, wB97M-V/def2-TZVPD

Properties
Frontier orbital gap (eV): 9.38
E_HOMO (eV): -9.73
Multiplicity: 1
M (g/mol): 123.13
E_LUMO (eV): -0.356

Last columns: bonded neighbours and bond lengths (Å).
Atoms and positions in Å:
1 C -1.198 -0.602 0.472  C2 1.482, H8 1.004, H9 1.205, H10 1.030
2 C -0.886 0.259 -0.693  C1 1.482, O6 1.317, H11 0.996
3 N 1.084 -0.596 -1.074  S7 1.478
4 O 3.314 -0.759 0.249  S7 1.453
5 O 1.547 0.724 1.051  S7 1.465
6 O -0.493 1.515 -0.664  C2 1.317, H12 1.016
7 S 2.022 -0.152 -0.022  N3 1.478, O4 1.453, O5 1.465
8 H -0.893 -0.104 1.289  C1 1.004
9 H -2.389 -0.648 0.651  C1 1.205
10 H -0.884 -1.548 0.211  C1 1.030
11 H -1.347 0.124 -1.566  C2 0.996
12 H 0.124 1.787 0.095  O6 1.016


Version B
Molecular formula: C2H5NO3S
Method: DFT, wB97M-V/def2-TZVPD

Properties
Frontier orbital gap (eV): 10.08
E_HOMO (eV): -10.18
Multiplicity: 1
M (g/mol): 123.13
E_LUMO (eV): -0.101

Last columns: bonded neighbours and bond lengths (Å).
Atoms and positions in Å:
1 C 0.136 -1.258 0.080  N3 1.497, O6 1.393, S7 2.251, H8 1.079, H9 1.079
2 C 1.306 0.905 -0.188  N3 1.446, H10 1.059, H11 1.021, H12 1.133
3 N 0.346 -0.024 -0.741  C1 1.497, C2 1.446, S7 2.102
4 O -2.592 -0.367 -0.750  S7 1.406
5 O -1.900 1.369 0.768  S7 1.410
6 O -0.772 -0.844 1.051  C1 1.393, S7 1.650
7 S -1.586 0.193 0.058  C1 2.251, N3 2.102, O4 1.406, O5 1.410, O6 1.650
8 H -0.391 -1.903 -0.607  C1 1.079
9 H 1.030 -1.610 0.572  C1 1.079
10 H 2.290 0.750 -0.546  C2 1.059
11 H 0.935 1.748 -0.629  C2 1.021
12 H 1.199 1.040 0.932  C2 1.133


Most stable pick: version B. Distance to second place: 20.6 kcal/mol.


Version A
Molecular formula: C4H3N
Method: DFT, wB97M-V/def2-TZVPD

Properties
Frontier orbital gap (eV): 9.95
E_HOMO (eV): -10.41
Multiplicity: 1
M (g/mol): 65.07
E_LUMO (eV): -0.467

Last columns: bonded neighbours and bond lengths (Å).
Atoms and positions in Å:
1 C 0.926 0.500 0.263  C2 1.449, H6 1.092, H7 1.123, H8 1.092
2 C 0.362 -0.834 0.228  C1 1.449, C3 1.227
3 C -0.530 -1.601 -0.122  C2 1.227, C4 1.408
4 C -1.472 -0.879 -0.878  C3 1.408, N5 1.165
5 N -2.007 0.006 -1.416  C4 1.165
6 H 0.875 0.972 1.247  C1 1.092
7 H 0.140 0.948 -0.402  C1 1.123
8 H 1.906 0.606 -0.206  C1 1.092


Version B
Molecular formula: C4H3N
Method: DFT, wB97M-V/def2-TZVPD

Properties
Frontier orbital gap (eV): 11.53
E_HOMO (eV): -10.80
Multiplicity: 1
M (g/mol): 65.07
E_LUMO (eV): 0.729

Last columns: bonded neighbours and bond lengths (Å).
Atoms and positions in Å:
1 C -1.864 -0.735 -0.009  C2 1.207, H5 1.071
2 C -0.832 -0.110 -0.044  C1 1.207, C3 1.462
3 C 0.406 0.667 -0.008  C2 1.462, C4 1.472, H6 1.097, H7 1.088
4 C 1.605 -0.187 0.022  C3 1.472, N8 1.151
5 H -2.743 -1.343 0.067  C1 1.071
6 H 0.454 1.313 0.878  C3 1.097
7 H 0.477 1.311 -0.882  C3 1.088
8 N 2.496 -0.915 -0.024  C4 1.151


Most stable pick: version B. Distance to second place: 37.5 kcal/mol.


Version A
Molecular formula: C4H3N
Method: DFT, wB97M-V/def2-TZVPD

Properties
Frontier orbital gap (eV): 9.42
E_HOMO (eV): -10.80
Multiplicity: 1
M (g/mol): 65.07
E_LUMO (eV): -1.379

Last columns: bonded neighbours and bond lengths (Å).
Atoms and positions in Å:
1 C -1.004 0.065 -0.014  C2 1.520, H6 1.093, H7 1.093, H8 1.093
2 C 0.479 0.393 -0.065  C1 1.520, C3 1.317, C4 1.433
3 C 0.856 1.637 -0.280  C2 1.317
4 C 1.483 -0.614 0.112  C2 1.433, N5 1.158
5 N 2.290 -1.431 0.254  C4 1.158
6 H -1.601 0.965 -0.184  C1 1.093
7 H -1.257 -0.346 0.966  C1 1.093
8 H -1.245 -0.669 -0.788  C1 1.093


Version B
Molecular formula: C4H3N
Method: DFT, wB97M-V/def2-TZVPD

Properties
Frontier orbital gap (eV): 10.73
E_HOMO (eV): -10.65
Multiplicity: 1
M (g/mol): 65.07
E_LUMO (eV): 0.077

Last columns: bonded neighbours and bond lengths (Å).
Atoms and positions in Å:
1 C -0.185 -0.938 -1.714  C2 1.200, H6 1.066
2 C -0.018 -0.140 -0.834  C1 1.200, C3 1.454
3 C 0.197 0.792 0.261  C2 1.454, C4 1.496, H7 1.098, H8 1.084
4 C 1.199 0.229 1.219  C3 1.496, N5 1.159
5 N 0.951 -0.278 2.231  C4 1.159
6 H -0.309 -1.627 -2.519  C1 1.066
7 H -0.716 0.882 0.863  C3 1.098
8 H 0.509 1.784 -0.047  C3 1.084


Most stable pick: version B. Distance to second place: 21.2 kcal/mol.


Version A
Molecular formula: C6H11NO3
Method: DFT, wB97M-V/def2-TZVPD

Properties
Frontier orbital gap (eV): 10.20
E_HOMO (eV): -9.63
Multiplicity: 1
M (g/mol): 145.16
E_LUMO (eV): 0.569

Last columns: bonded neighbours and bond lengths (Å).
Atoms and positions in Å:
1 C 0.464 1.276 -1.014  C3 1.563, O4 1.408, H7 1.099, H8 1.092
2 C -1.966 1.026 -0.333  C3 1.533, H9 1.087, H10 1.088, H11 1.090
3 C -0.537 0.540 -0.065  C1 1.563, C2 1.533, O5 1.389, C14 1.569
4 O 1.688 1.555 -0.377  C1 1.408, H6 0.970
5 O -0.201 0.775 1.262  C3 1.389, H17 1.082
6 H 1.450 1.927 0.488  O4 0.970
7 H 0.001 2.209 -1.365  C1 1.099
8 H 0.706 0.666 -1.887  C1 1.092
9 H -2.248 0.848 -1.368  C2 1.087
10 H -2.660 0.508 0.325  C2 1.088
11 H -2.023 2.094 -0.119  C2 1.090
12 C 1.884 -1.403 0.204  N13 1.232, O16 1.163
13 N 1.917 -0.906 1.331  C12 1.232, H18 1.001
14 C -0.502 -0.996 -0.381  C3 1.569, C15 1.336, H19 1.082
15 C -0.894 -1.919 0.502  C14 1.336, H20 1.080, H21 1.078
16 O 2.146 -1.968 -0.778  C12 1.163
17 H 0.605 0.095 1.500  O5 1.082
18 H 2.706 -0.451 1.745  N13 1.001
19 H -0.522 -1.231 -1.438  C14 1.082
20 H -0.913 -1.710 1.561  C15 1.080
21 H -1.100 -2.936 0.208  C15 1.078


Version B
Molecular formula: C6H11NO3
Method: DFT, wB97M-V/def2-TZVPD

Properties
Frontier orbital gap (eV): 8.86
E_HOMO (eV): -8.47
Multiplicity: 1
M (g/mol): 145.16
E_LUMO (eV): 0.385

Last columns: bonded neighbours and bond lengths (Å).
Atoms and positions in Å:
1 C -1.528 -1.768 1.685  O4 1.421, H8 1.089, H9 1.091, H10 1.087
2 C -0.738 -1.031 -0.450  N3 1.393, O4 1.376, O5 1.367, H16 1.293
3 N -0.849 -1.297 -1.813  C2 1.393, H6 1.006, H7 1.017
4 O -1.585 -1.844 0.267  C1 1.421, C2 1.376
5 O 0.570 -1.046 -0.051  C2 1.367, C14 1.472
6 H -1.382 -2.119 -2.043  N3 1.006
7 H -1.207 -0.534 -2.383  N3 1.017
8 H -2.088 -2.628 2.048  C1 1.089
9 H -0.507 -1.874 2.053  C1 1.091
10 H -1.970 -0.840 2.037  C1 1.087
11 C 2.078 2.094 -0.696  C12 1.505, H17 1.090, H18 1.094, H19 1.095
12 C 0.891 1.430 -0.052  C11 1.505, C13 1.329, C14 1.499
13 C -0.373 1.753 -0.309  C12 1.329, O15 1.193
14 C 1.091 0.129 0.666  O5 1.472, C12 1.499, H20 1.098, H21 1.095
15 O -1.231 2.545 -0.549  C13 1.193
16 H -1.074 0.206 -0.281  C2 1.293
17 H 1.753 2.852 -1.409  C11 1.090
18 H 2.722 2.568 0.051  C11 1.094
19 H 2.685 1.354 -1.228  C11 1.095
20 H 0.589 0.137 1.643  C14 1.098
21 H 2.153 -0.088 0.815  C14 1.095


Most stable pick: version A. Distance to second place: 28.3 kcal/mol.